{
  "formula": "C5H17N2ORu",
  "method": "wB97M-V/def2-TZVPD",
  "elements": ["C", "Ru", "N", "H", "H", "H", "H", "H", "H", "H", "H", "C", "N", "C", "C", "C", "O", "H", "H", "H", "H", "H", "H", "H", "H", "H"],
  "xyz": [[-1.664, 2.065, 0.034], [0.933, -0.784, 0.334], [1.504, -2.118, -1.053], [-0.331, -0.541, -0.847], [2.497, -1.970, -1.168], [-2.185, 1.704, -0.851], [-1.787, 3.205, 0.205], [-0.701, 1.443, 0.388], [-2.294, 1.971, 0.912], [1.290, -2.989, -0.600], [0.982, -2.000, -1.903], [0.992, -0.903, 5.482], [1.501, -0.706, 4.143], [2.928, -0.780, 3.855], [0.743, -0.422, 3.082], [-0.744, -0.408, 3.099], [1.473, -0.171, 2.049], [1.865, -1.132, 6.102], [0.279, -1.746, 5.484], [0.488, 0.014, 5.840], [3.147, -1.582, 3.130], [3.328, 0.172, 3.465], [3.432, -1.018, 4.788], [-1.102, 0.623, 3.318], [-1.180, -0.745, 2.131], [-1.127, -1.060, 3.916]],
  "homo_ev": [-10.2500, -12.7385],
  "multiplicity": 5,
  "total_charge": 1,
  "de_lowest_ev": 0.684,
  "largest_force_ev_per_a": 3.1,
  "total_energy_ev": -13059.57374,
  "gap_ev": [7.387, 7.802]
}